No. 1
The following is a DFT calculation (the ωB97M-V functional and the def2-TZVPD basis) of a structure of composition C8H12F3KO4 in a non-equilibrium geometry.

Summary:
energy relative to the best compared isomer or geometry (same formula, charge and spin): 866.6 kJ/mol
HOMO-LUMO gap: 6.7 eV
HOMO: -0.2631 hartree

Structure (ORCA input):
```
! RIJCOSX wB97M-V def2-TZVPD def2/J DEFGRID3
* xyz 0 1
K 0.69 -0.63 1.59
C 3.12 -0.41 0.17
O 1.77 -0.83 0.02
O 3.15 0.11 1.51
C 4.10 -1.62 -0.26
F 3.72 -2.19 -1.39
F 5.37 -1.39 -0.44
F 4.09 -2.67 0.58
C 1.22 -0.90 -1.33
C -0.24 -0.76 -1.33
H -0.60 -1.04 -2.32
H -0.64 -1.35 -0.50
H -0.61 0.20 -0.98
H 1.54 -1.78 -1.89
H 1.55 -0.05 -1.93
H 3.13 0.42 -0.54
O -0.01 0.77 0.82
C -1.18 0.94 0.75
O -1.86 0.53 -0.30
C -3.21 0.87 -0.32
C -3.39 1.59 0.89
C -2.17 1.52 1.78
H -3.90 0.03 -0.28
H -3.54 1.44 -1.19
H -4.26 1.25 1.45
H -3.62 2.61 0.59
H -2.29 0.85 2.63
H -1.93 2.49 2.21
*
```

No. 2
The following is a DFT calculation (the ωB97M-V functional and the def2-TZVPD basis) of an isolated molecule of C5H9N2PS2 in a non-equilibrium geometry.

Summary:
⟨S²⟩: 2.0133
HOMO-LUMO gap (spin up / spin down): 6.5 / 6.6 eV
HOMO (spin up / spin down): -0.2540 / -0.3180 hartree

Structure (ORCA input):
```
! RIJCOSX wB97M-V def2-TZVPD def2/J DEFGRID3
* xyz 0 3
C 1.02 0.53 -0.94
C -1.93 -1.80 0.16
C -1.47 1.02 -1.65
C 2.60 -0.53 0.65
C -0.91 0.27 1.69
N -0.41 0.33 -1.04
N 1.38 -0.22 0.11
P -0.40 -0.76 0.25
S 1.96 1.48 -1.93
S -2.34 -3.23 -0.19
H -1.18 1.78 -2.33
H -2.13 0.23 -2.12
H -1.93 1.54 -0.86
H 2.50 -0.46 1.82
H 3.06 -1.63 0.31
H 3.39 0.09 0.24
H -1.01 -0.26 2.60
H -2.01 0.68 1.40
H -0.18 0.94 1.82
*
```

No. 3
The following is a DFT calculation (the ωB97M-V functional and the def2-TZVPD basis) of an isolated molecule of C4H8N2S in a non-equilibrium geometry.

Summary:
energy relative to the best compared isomer or geometry (same formula, charge and spin): 289.2 kJ/mol
HOMO-LUMO gap: 8.9 eV
HOMO: -0.2918 hartree

Structure (ORCA input):
```
! RIJCOSX wB97M-V def2-TZVPD def2/J DEFGRID3
* xyz 0 1
C 2.93 0.51 -0.57
C 1.71 0.44 -0.05
C 1.18 -0.86 0.50
S -0.27 -1.56 -0.44
C -1.52 -0.51 0.15
N -2.59 -0.38 -0.56
N -3.59 0.45 -0.11
H 3.45 1.42 -0.93
H 3.57 -0.37 -0.68
H 0.99 1.37 -0.02
H 1.03 -0.88 1.64
H 1.93 -1.67 0.31
H -1.37 0.08 1.09
H -3.22 1.20 0.52
H -4.22 0.76 -0.84
*
```

Repeat the third record exactly.
The following is a DFT calculation (the ωB97M-V functional and the def2-TZVPD basis) of an isolated molecule of C4H8N2S in a non-equilibrium geometry.

Summary:
energy relative to the best compared isomer or geometry (same formula, charge and spin): 289.2 kJ/mol
HOMO-LUMO gap: 8.9 eV
HOMO: -0.2918 hartree

Structure (ORCA input):
```
! RIJCOSX wB97M-V def2-TZVPD def2/J DEFGRID3
* xyz 0 1
C 2.93 0.51 -0.57
C 1.71 0.44 -0.05
C 1.18 -0.86 0.50
S -0.27 -1.56 -0.44
C -1.52 -0.51 0.15
N -2.59 -0.38 -0.56
N -3.59 0.45 -0.11
H 3.45 1.42 -0.93
H 3.57 -0.37 -0.68
H 0.99 1.37 -0.02
H 1.03 -0.88 1.64
H 1.93 -1.67 0.31
H -1.37 0.08 1.09
H -3.22 1.20 0.52
H -4.22 0.76 -0.84
*
```